1.
C32H20AgCl5N2O4PS | wB97M-V/def2-TZVPD

Geometry (Å):
Ag 0.7211 -0.0705 0.3437
Cl 3.3173 1.6505 1.8723
C 1.7890 1.7385 2.6615
C 0.6891 1.1214 2.1031
C -0.5506 1.2477 2.7324
Cl -3.5576 0.8331 2.3217
C -0.6587 1.9274 3.9384
Cl -2.1587 2.0982 4.8256
C 0.4728 2.5149 4.5174
Cl 0.3662 3.3443 6.0360
C 1.6984 2.4352 3.8685
Cl 3.0948 3.1866 4.5690
O 1.0701 -1.8567 -2.2412
N 0.0428 -1.3777 -1.4452
C -0.8306 -0.6708 -2.0549
C -2.1944 -0.4996 -1.5216
C -3.1288 -0.7190 -2.5446
C -4.4251 -1.0961 -2.2622
C -4.7570 -1.3174 -0.9363
C -3.8536 -1.0030 0.0681
C -2.5811 -0.4667 -0.1688
P -1.6653 0.4174 1.4066
C -1.3929 -1.2699 2.2331
C -1.4468 -1.3500 3.6228
C -1.2877 -2.5655 4.2724
C -1.0581 -3.7250 3.5411
C -1.0114 -3.6574 2.1578
C -1.1894 -2.4392 1.5109
C -1.5699 2.0889 0.4451
C -2.0574 3.2185 1.1054
C -1.9839 4.4798 0.5312
C -1.4047 4.6531 -0.7188
C -0.8889 3.5486 -1.3756
C -0.9714 2.2880 -0.7968
H 1.0035 -1.4139 -3.1059
H -0.6702 -0.4149 -3.1045
H -2.7964 -0.6503 -3.5756
H -5.1380 -1.2661 -3.0596
H -5.7322 -1.7081 -0.6717
H -4.1689 -1.1633 1.0849
H -1.6312 -0.4588 4.2109
H -1.3405 -2.6030 5.3542
H -0.9187 -4.6725 4.0471
H -0.8285 -4.5511 1.5730
H -1.1584 -2.4134 0.4318
H -2.4948 3.1285 2.0907
H -2.3733 5.3315 1.0771
H -1.3397 5.6385 -1.1643
H -0.3938 3.6528 -2.3336
H -0.5000 1.4828 -1.3342
O 1.6916 1.1044 -3.3505
C 2.4884 0.5042 -2.6318
N 2.4975 0.5139 -1.2771
S 3.5545 -0.5492 -0.6768
O 2.8230 -1.4474 0.2029
O 4.7711 0.0173 -0.1523
C 4.0429 -1.2621 -2.2300
C 4.9404 -2.2697 -2.5175
C 5.2717 -2.4665 -3.8541
C 4.7275 -1.6618 -4.8553
C 3.8220 -0.6529 -4.5413
C 3.4919 -0.4672 -3.2123
H 5.3641 -2.8859 -1.7345
H 5.9668 -3.2535 -4.1207
H 5.0140 -1.8278 -5.8867
H 3.3760 -0.0217 -5.3007

Cartesian forces (eV/Å) of the 2 atoms listed first:
0.11 0.08 0.21
0.14 -0.04 -0.06

F_max = 0.50 eV/A
HOMO-LUMO gap = 8.125 eV
Charge = -1

2.
C5H14 | wB97M-V/def2-TZVPD

Geometry (Å):
C -0.8479 -0.3702 -1.7423
C -0.1191 -1.6803 -2.1378
C -1.6411 -0.5228 -0.4353
H -0.0491 0.3655 -1.6391
H -1.4933 -0.0737 -2.5636
H -0.7919 -2.5347 -2.0640
H -2.6615 -0.1410 -0.5364
H 0.6768 -1.8371 -1.4108
H 0.2379 -1.6430 -3.1663
H -1.7591 -1.5884 -0.2003
H -1.0945 -0.1012 0.4114
C 1.5179 0.5728 1.9612
C 0.8400 1.9482 1.8512
H 1.0204 0.0480 2.7864
H 1.5098 -0.0223 1.0512
H 2.5452 0.6653 2.3067
H -0.2414 1.8583 1.8727
H 1.1784 2.5596 2.6919
H 1.1725 2.4968 0.9631

Cartesian forces (eV/Å) of the 2 atoms listed first:
0.50 -0.82 -0.15
-0.65 0.41 0.36

F_max = 0.97 eV/A
HOMO-LUMO gap = 12.572 eV

3.
C17H31HfN5O7 | wB97M-V/def2-TZVPD

Geometry (Å):
C 5.3574 -5.5241 3.9689
C 5.8353 -4.3732 3.0936
N 4.7770 -3.5505 2.5884
C 3.9677 -3.9092 1.5329
C 3.0060 -2.8370 1.3852
N 3.3163 -1.8772 2.3535
C 4.4815 -2.2403 2.9288
C 2.6401 -0.5977 2.5001
H 4.7442 -6.2510 3.4363
H 4.6722 -5.2529 4.7721
H 6.1662 -6.1031 4.4148
H 6.5873 -4.6376 2.3501
H 6.5241 -3.8615 3.7658
H 3.9480 -4.8492 1.0014
H 2.2027 -2.6557 0.6864
H 4.9475 -1.6455 3.7005
H 3.3896 0.1929 2.4645
H 2.2926 -0.5804 3.5331
H 1.8861 -0.3343 1.7584
Hf -1.2901 -2.2183 -3.1064
C -1.8888 -0.1799 1.0529
C -0.8674 -0.1295 -0.0385
O -1.2249 -0.8323 -1.1994
H -1.8701 0.5977 1.8166
H -1.9841 -1.1843 1.4654
H -2.8450 0.0550 0.5854
H 0.0545 -0.5212 0.3915
H -0.6426 0.9212 -0.2216
C -1.0902 3.3979 2.2654
N 0.0438 2.5012 2.6737
O 0.9412 2.3112 1.8557
O 0.0878 2.1940 3.8834
H -0.5961 4.2941 1.8903
H -1.8731 3.4256 3.0233
H -1.3817 2.8556 1.3660
C -0.5116 2.3348 -4.8550
N -0.1719 1.3143 -3.8318
O -0.8496 0.2811 -3.8594
O 0.6581 1.5321 -2.9984
H 0.5016 2.4288 -5.2457
H -0.9531 3.2291 -4.4152
H -1.2112 1.8699 -5.5497
C -4.9348 -2.6797 0.0577
N -4.1246 -3.4995 -0.9637
O -4.3461 -4.7210 -1.0830
O -3.2009 -2.9299 -1.5777
H -4.4401 -1.7307 0.2645
H -5.0198 -3.2895 0.9572
H -5.9483 -2.6164 -0.3384
C -1.5448 5.2319 -2.7029
C -1.5885 4.0253 -2.0084
C -2.5764 3.0942 -2.3511
C -3.4750 3.4170 -3.4053
C -3.3395 4.6151 -4.0549
C -2.4309 5.5751 -3.6410
H -0.7196 5.9135 -2.5587
H -0.8886 3.6562 -1.2734
H -2.6940 2.1814 -1.7859
H -4.2430 2.7141 -3.6924
H -3.8422 4.8795 -4.9735
H -2.4203 6.5735 -4.0525

Cartesian forces (eV/Å) of the 2 atoms listed first:
-1.12 -1.10 -0.36
2.24 -0.86 1.96

F_max = 8.98 eV/A
HOMO-LUMO gap = 1.797 eV
Charge = +4

4.
C6H25NO6 | wB97M-V/def2-TZVPD

Geometry (Å):
C 2.2039 2.1275 1.8273
C 2.1135 0.5695 1.6471
C 2.6640 0.2674 0.2828
N 1.4609 -1.7177 -1.5794
C 1.2893 -0.3669 -1.7636
C 1.7749 0.5749 -0.8952
C 0.7348 -0.1680 -3.2065
H 3.2205 2.4036 1.6695
H 1.6976 2.7627 1.1035
H 1.8094 2.4889 2.7694
H 2.6764 0.0924 2.4585
H 1.0346 0.2694 1.6507
H 3.0728 -0.7961 0.4295
H 3.6327 0.7867 0.0228
H 1.2529 -2.2307 -2.4726
H 1.4073 -2.2396 -0.7339
H 1.4466 1.6012 -0.8169
H 0.0687 0.7173 -3.1904
H 0.2829 -1.0056 -3.6958
H 1.6013 0.1631 -3.8184
H -2.2691 0.6182 3.1468
H -1.1716 1.0453 2.2265
O -2.0000 1.3706 2.5397
H -3.2603 0.2901 0.5772
H -2.8524 -0.8244 -0.3300
O -3.1226 -0.6388 0.5335
H -2.0704 0.2786 -2.2187
H -3.2917 -0.6323 -2.0095
O -2.3262 -0.6686 -2.1209
H -1.0991 0.8591 -0.2084
H -2.0324 1.8910 0.3892
O -1.6352 1.6302 -0.4423
H -1.3401 -1.9503 1.9941
H -2.6979 -1.3339 2.2377
O -1.8511 -1.4239 2.6383
H -0.2164 -2.1598 -0.6436
H -1.5375 -2.3819 -0.2016
O -0.6707 -2.2695 0.2035

Cartesian forces (eV/Å) of the 2 atoms listed first:
-0.68 -0.55 0.19
-1.49 2.94 0.05

F_max = 4.43 eV/A
HOMO-LUMO gap (spin up / spin down) = 9.585 / 5.927 eV
Charge = +1
Multiplicity = 2

5.
C44H42BiBrN7O10 | wB97M-V/def2-TZVPD

Geometry (Å):
Bi -0.9807 -1.1864 -1.0979
N 1.4556 -1.4903 -0.2694
C 2.2374 -1.9519 -1.4074
C 1.4136 -2.8217 -2.3755
O 2.0002 -3.2469 -3.3606
O 0.1941 -3.0211 -2.0525
H 1.6594 -0.5359 0.0100
H 1.5119 -2.1280 0.5138
H 3.1123 -2.5366 -1.1112
H 2.5971 -1.0897 -1.9613
Br -3.0542 -2.5704 -4.1739
C -3.8072 -0.9969 -3.4575
C -4.7955 -0.3297 -4.1650
C -5.3526 0.7962 -3.5826
C -4.9114 1.2091 -2.3367
C -3.9064 0.4814 -1.7206
N -3.3667 -0.6033 -2.2811
C -3.3780 0.9042 -0.3476
O -3.8449 1.9267 0.1349
O -2.5053 0.1399 0.1754
H -5.1056 -0.6890 -5.1347
H -6.1277 1.3446 -4.1027
H -5.3047 2.0768 -1.8279
C 4.7982 -3.6374 3.7585
O 3.8394 -4.2134 2.8974
C 2.6219 -4.5213 3.4281
C 1.7050 -5.1021 2.5483
C 0.4387 -5.4280 2.9784
C 0.0621 -5.1945 4.3034
C 0.9898 -4.6655 5.1796
C 2.2632 -4.3040 4.7514
N -1.1987 -5.6156 4.8562
N -2.2557 -5.4586 4.2306
C -2.2837 -4.7201 3.0153
C -3.0469 -5.2399 1.9941
C -3.0809 -4.6899 0.7105
C -2.3496 -3.5440 0.4070
O -2.3476 -2.9716 -0.7432
C -1.6166 -2.9491 1.5055
N -0.9766 -1.7987 1.2149
C -0.4268 -1.0689 2.1543
C -0.4635 -1.4782 3.4963
C -1.0393 -2.6783 3.8123
C -1.6191 -3.4819 2.8044
H 5.6908 -3.4828 3.1578
H 5.0343 -4.3025 4.5940
H 4.4557 -2.6750 4.1495
H 2.0040 -5.2759 1.5242
H -0.2646 -5.8642 2.2826
H 0.7039 -4.5155 6.2134
H 2.9533 -3.8660 5.4558
H -3.6052 -6.1446 2.2054
H -3.6750 -5.1392 -0.0721
H 0.0198 -0.1301 1.8454
H -0.0396 -0.8416 4.2602
H -1.0838 -3.0018 4.8447
C 2.1796 4.3970 4.4000
C 1.1115 3.9276 3.4449
C 0.3187 2.8383 3.7890
C -0.6685 2.3848 2.9255
C -0.8848 3.0163 1.7167
C -0.0895 4.1036 1.3590
N -0.3082 4.7921 0.1560
C -0.9367 4.2604 -0.9635
C -1.8248 5.0441 -1.6977
C -2.5038 4.5232 -2.7890
C -2.3443 3.1903 -3.1362
C -1.4449 2.4166 -2.4139
C -0.6902 2.9425 -1.3749
C 0.4929 2.1439 -0.8556
O 1.5884 2.7046 -0.8177
O 0.2616 0.9290 -0.5728
C 0.9208 4.5605 2.2138
C 1.7882 5.7041 1.7636
H 2.1168 3.8451 5.3377
H 2.0814 5.4601 4.6285
H 3.1811 4.2440 3.9912
H 0.4745 2.3493 4.7439
H -1.2982 1.5465 3.1962
H -1.6892 2.6789 1.0774
H -0.2465 5.7954 0.1983
H -2.0027 6.0665 -1.3836
H -3.1835 5.1562 -3.3466
H -2.8992 2.7551 -3.9569
H -1.2952 1.3753 -2.6887
H 2.0565 5.5725 0.7143
H 2.7072 5.7665 2.3417
H 1.2810 6.6707 1.8598
O -0.0673 0.9726 -5.6454
C 0.2448 0.3862 -4.4869
O -0.4221 -0.5004 -4.0177
C 1.4952 0.9579 -3.8471
N 1.6820 2.3385 -4.3107
C 3.0906 2.5188 -4.6665
C 3.4221 1.1785 -5.3043
C 2.7601 0.2028 -4.3301
H 1.3825 0.8798 -2.7639
H 1.3505 3.0060 -3.6239
H 0.5138 1.7736 -5.6606
H 3.7185 2.6783 -3.7808
H 3.2091 3.3716 -5.3356
H 4.4931 1.0048 -5.4009
H 2.9683 1.1126 -6.2954
H 3.4273 0.0564 -3.4813
H 2.5337 -0.7803 -4.7413

Cartesian forces (eV/Å) of the 2 atoms listed first:
-0.16 -0.44 -0.02
-0.09 -0.09 0.06

F_max = 0.47 eV/A
HOMO-LUMO gap = 7.137 eV
Charge = -1

Values of E_tot, in order: -4829.3304 -198.8796 -1512.6938 -749.4523 -5626.4306, all in hartree.